(1)
Molecular formula: C3H3N3OS
Method: DFT, the ωB97M-V functional and the def2-TZVPD basis

Element x y z (Å)
C: -0.9552 -1.2301 -0.3099
N: -1.4491 -0.8677 0.8599
N: -0.5711 -0.3642 1.8223
C: 0.3209 0.4932 1.6538
S: 0.3985 1.6688 0.1717
C: 0.8924 0.9423 -1.3251
N: 0.8221 -0.2853 -1.7326
O: 0.4377 -1.1001 -0.6420
H: -1.7952 -1.6838 -0.9836
H: 0.8548 0.7103 2.6568
H: 1.0441 1.7166 -2.1714

Output
LUMO level (eV): -0.019
SMILES: c1nncscno1
F_max (eV/A): 3.0
M (g mol⁻¹): 129.144
Energy relative to the best compared isomer or geometry (same formula, charge and spin) (kJ/mol): 577.56
Gap between HOMO and LUMO (Eh): 0.3602


(2)
Molecular formula: C3H3N3OS
Method: DFT, the ωB97M-V functional and the def2-TZVPD basis

Element x y z (Å)
N: 1.0530 -1.7924 1.4627
C: 0.3626 -0.6609 1.1488
N: 0.0535 0.2505 2.2024
N: -0.4498 1.2950 1.6396
O: -0.4544 1.1286 0.3116
C: 0.0146 -0.1343 0.0131
C: 0.1747 -0.4560 -1.3736
S: -0.4239 0.3936 -2.5067
H: 0.7777 -2.6243 0.8903
H: 1.0372 -2.0347 2.3922
H: 0.6942 -1.4319 -1.5313

Output
LUMO level (eV): -0.958
SMILES: Nc1nnoc1C=S
F_max (eV/A): 4.2
M (g mol⁻¹): 129.144
Energy relative to the best compared isomer or geometry (same formula, charge and spin) (kJ/mol): 354.34
Gap between HOMO and LUMO (Eh): 0.2983


(3)
Molecular formula: C3H3N3S
Method: DFT, the ωB97M-V functional and the def2-TZVPD basis

Element x y z (Å)
S: -2.5973 -0.3816 -0.0702
C: -0.8439 -0.3841 -0.0823
C: -0.1241 0.8650 -0.0585
N: 1.1778 0.8874 -0.0370
C: 1.7927 -0.3288 -0.0464
N: 1.1548 -1.5054 -0.0327
N: -0.2124 -1.5365 0.0071
H: -2.6433 0.8371 0.4617
H: -0.6155 1.8503 -0.0669
H: 2.9112 -0.3034 -0.0749

Output
LUMO level (eV): -0.244
SMILES: Sc1cncnn1
F_max (eV/A): 1.5
M (g mol⁻¹): 113.145
Energy relative to the best compared isomer or geometry (same formula, charge and spin) (kJ/mol): 152.36
Gap between HOMO and LUMO (Eh): 0.3442


(4)
Molecular formula: C3H3N3S
Method: DFT, the ωB97M-V functional and the def2-TZVPD basis

Element x y z (Å)
N: 2.3754 0.1674 -3.0108
C: 1.6774 0.0344 -2.0333
C: 0.7814 -0.3101 -1.0047
N: 0.2108 0.5083 -0.1788
N: -0.6294 -0.1353 0.5877
C: -1.0727 0.4524 1.7471
S: -1.1351 2.0783 1.9907
H: 0.4263 -1.3823 -0.8893
H: -0.8613 -1.1520 0.4916
H: -1.7728 -0.2609 2.2999

Output
LUMO level (eV): -1.172
SMILES: N#C/C=N/NC=S
F_max (eV/A): 6.6
M (g mol⁻¹): 113.145
Energy relative to the best compared isomer or geometry (same formula, charge and spin) (kJ/mol): 281.00
Gap between HOMO and LUMO (Eh): 0.2863


(5)
Molecular formula: C3H3N3S
Method: DFT, the ωB97M-V functional and the def2-TZVPD basis

Element x y z (Å)
C: 0.2898 0.1184 -0.4953
C: -0.9369 -0.0572 -1.0661
C: 1.3579 1.0825 -0.7778
N: 0.1530 -0.6232 0.5578
N: -2.0650 -0.1486 -1.4604
N: 0.6509 -0.8579 1.6827
S: 1.4503 1.8245 -2.2016
H: 0.1205 -1.5987 2.2315
H: -3.0195 -0.3866 -1.5347
H: 2.0524 1.3349 -0.0675

Output
LUMO level (alpha / beta) (eV): -0.087 / -2.677
F_max (eV/A): 4.6
⟨S²⟩: 2.0540
Spin multiplicity: 3
M (g mol⁻¹): 113.145
Energy relative to the best compared isomer or geometry (same formula, charge and spin) (kJ/mol): 262.41
Gap between HOMO and LUMO (alpha / beta) (Eh): 0.2140 / 0.1644


(6)
Molecular formula: C3H3N4O
Method: DFT, the ωB97M-V functional and the def2-TZVPD basis

Element x y z (Å)
C: 0.4528 1.2845 -0.1636
C: 0.5993 -0.0670 -0.1002
C: -0.6943 -0.6073 0.0539
N: -1.6160 0.3169 0.0494
N: -0.9059 1.4492 -0.0737
N: 1.1869 -1.3501 -0.0876
N: 0.0874 -1.9428 0.0947
O: -0.2908 -3.1692 0.3169
H: 1.1551 2.0920 -0.2171
H: -1.3933 2.3352 -0.0952
H: 0.3069 -3.9984 0.4322

Output
LUMO level (eV): -6.584
F_max (eV/A): 3.3
M (g mol⁻¹): 111.084
Charge: +1
Energy relative to the best compared isomer or geometry (same formula, charge and spin) (kJ/mol): 416.39
Gap between HOMO and LUMO (Eh): 0.2928


(7)
Molecular formula: C3H3N4O3
Method: DFT, the ωB97M-V functional and the def2-TZVPD basis

Element x y z (Å)
N: 2.2515 -1.8098 -0.4701
C: 1.4639 -0.8851 -0.6255
N: 0.9977 0.2175 -0.7617
N: -0.1504 0.8230 -0.4155
N: -0.9949 0.1365 0.4683
C: -1.3245 -1.1462 0.4363
O: -0.9513 -1.9994 -0.3523
C: -0.0352 2.3059 0.0443
O: 0.8177 2.9403 -0.5263
O: -0.8767 2.5609 0.9017
H: 2.1917 -2.6101 -1.0826
H: -1.3743 0.8538 1.1080
H: -2.0152 -1.3872 1.2754

Output
LUMO level (eV): 3.777
SMILES: N=C=NN(NC=O)C(=O)[O-]
F_max (eV/A): 1.3
M (g mol⁻¹): 143.082
Charge: -1
Energy relative to the best compared isomer or geometry (same formula, charge and spin) (kJ/mol): 0.00
Gap between HOMO and LUMO (Eh): 0.2959


(8)
Molecular formula: C3H3N4S
Method: DFT, the ωB97M-V functional and the def2-TZVPD basis

Element x y z (Å)
C: -1.2771 -0.9490 0.1407
C: -0.3289 0.9262 -0.0488
C: 1.4615 -0.6127 0.0274
N: -2.4323 -0.4152 0.0244
N: -1.4299 1.5250 -0.1061
N: -2.4848 0.8366 0.0658
N: 0.9548 0.7571 0.0987
S: 0.0363 -1.9133 0.1613
H: 1.7219 -0.9550 -0.9088
H: 2.1504 -0.6850 0.8761
H: 1.6280 1.4851 -0.3308

Output
LUMO level (alpha / beta) (eV): -5.307 / -7.961
F_max (eV/A): 4.2
⟨S²⟩: 2.0273
Spin multiplicity: 3
M (g mol⁻¹): 127.152
Charge: +1
Energy relative to the best compared isomer or geometry (same formula, charge and spin) (kJ/mol): 0.00
Gap between HOMO and LUMO (alpha / beta) (Eh): 0.2912 / 0.2661


(9)
Molecular formula: C3H3N5
Method: DFT, the ωB97M-V functional and the def2-TZVPD basis

Element x y z (Å)
H: 2.4470 -1.0920 0.8185
N: 2.2831 -0.0554 0.5920
C: 1.0984 -0.0888 0.0089
C: 0.5349 1.1438 -0.4606
N: -0.6234 1.4185 -0.3080
C: -1.3883 0.5770 0.5051
N: -1.6166 -0.6400 0.4550
N: -0.8644 -1.2250 -0.4553
N: 0.3776 -1.1927 -0.4886
H: 1.2038 1.9688 -0.8999
H: -2.0161 1.1926 1.1961

Output
LUMO level (eV): -0.980
SMILES: [H]/N=c1/cncnnn1
F_max (eV/A): 6.4
M (g mol⁻¹): 109.092
Energy relative to the best compared isomer or geometry (same formula, charge and spin) (kJ/mol): 341.26
Gap between HOMO and LUMO (Eh): 0.3276


(10)
Molecular formula: C3H3N5
Method: DFT, the ωB97M-V functional and the def2-TZVPD basis

Element x y z (Å)
C: -1.3355 0.0450 -0.3954
C: 1.2086 0.7446 0.1979
C: 1.1488 -0.5847 0.1745
H: -2.3330 -0.6537 1.5450
H: 1.9097 1.1930 0.9851
H: 1.8964 -1.4000 0.6815
N: -2.0299 0.2512 0.6355
N: -0.6892 1.1303 -1.2814
N: 0.4671 1.5113 -0.6393
N: 0.5176 -1.2135 -0.8026
N: -0.7605 -1.0234 -1.1007

Output
LUMO level (eV): -1.157
F_max (eV/A): 5.6
M (g mol⁻¹): 109.092
Energy relative to the best compared isomer or geometry (same formula, charge and spin) (kJ/mol): 587.98
Gap between HOMO and LUMO (Eh): 0.3183


(11)
Molecular formula: C3H3N5
Method: DFT, the ωB97M-V functional and the def2-TZVPD basis

Element x y z (Å)
N: 0.3691 1.5324 1.5150
C: 0.6796 0.9232 0.4841
N: 0.0820 0.9819 -0.7212
C: -0.9100 0.2911 -1.1771
N: -1.5248 -1.0156 -0.3246
N: -0.5347 -1.6130 0.1580
C: 0.8935 -1.3829 0.2314
N: 1.5651 -0.2438 0.1971
H: -0.3988 2.1382 1.4089
H: -1.6291 0.6816 -1.8465
H: 1.4081 -2.2930 0.0748

Output
LUMO level (eV): -1.046
SMILES: N=c1ncnncn1
F_max (eV/A): 5.4
M (g mol⁻¹): 109.092
Energy relative to the best compared isomer or geometry (same formula, charge and spin) (kJ/mol): 394.83
Gap between HOMO and LUMO (Eh): 0.2865


(12)
Molecular formula: C3H3N5
Method: DFT, the ωB97M-V functional and the def2-TZVPD basis

Element x y z (Å)
H: 0.5816 2.5392 -0.0405
N: 1.0748 1.7716 -0.6073
C: 0.1854 0.8248 -0.7056
N: 0.3267 -0.3056 -1.3801
C: 0.5511 -1.3436 -0.6825
N: 0.3225 -1.5729 0.6187
C: -0.3229 -0.7490 1.4121
N: -1.1867 0.3264 1.1265
N: -1.0834 0.9742 0.0490
H: 1.0362 -2.1714 -1.2224
H: -0.2765 -1.1163 2.4719

Output
LUMO level (eV): -1.837
SMILES: [H]/N=c1/ncncnn1
F_max (eV/A): 4.6
M (g mol⁻¹): 109.092
Energy relative to the best compared isomer or geometry (same formula, charge and spin) (kJ/mol): 239.24
Gap between HOMO and LUMO (Eh): 0.2950


(13)
Molecular formula: C3H3NO
Method: DFT, the ωB97M-V functional and the def2-TZVPD basis

Element x y z (Å)
C: -0.5023 -1.1440 0.0333
C: -1.3915 -0.1828 0.0547
O: -2.1495 0.7078 0.0823
H: 0.0687 -1.3316 -0.8673
H: -0.2756 -1.6734 0.9488
C: 1.3934 1.2221 -0.0817
N: 2.4035 0.6665 -0.1250
H: 0.4534 1.7354 -0.0450

Output
LUMO level (eV): 0.724
SMILES: C=C=O.C#N
F_max (eV/A): 1.1
M (g mol⁻¹): 69.063
Energy relative to the best compared isomer or geometry (same formula, charge and spin) (kJ/mol): 124.78
Gap between HOMO and LUMO (Eh): 0.3813


(14)
Molecular formula: C3H3NO
Method: DFT, the ωB97M-V functional and the def2-TZVPD basis

Element x y z (Å)
C: -0.3899 -0.7902 0.6555
C: -0.6751 0.4722 0.4180
O: 0.0250 1.2039 -0.5302
C: 1.0271 0.5482 -1.0461
N: 1.9279 0.1141 -1.6345
H: 0.1848 -1.4410 0.0201
H: -0.8305 -1.2918 1.4867
H: -1.4413 1.0760 0.8880

Output
LUMO level (eV): 0.771
SMILES: C=COC#N
F_max (eV/A): 1.5
M (g mol⁻¹): 69.063
Energy relative to the best compared isomer or geometry (same formula, charge and spin) (kJ/mol): 148.50
Gap between HOMO and LUMO (Eh): 0.4072


(15)
Molecular formula: C3H3NO
Method: DFT, the ωB97M-V functional and the def2-TZVPD basis

Element x y z (Å)
N: -1.8432 1.6479 0.5330
C: -0.8664 1.1087 0.2310
C: 0.3501 0.3862 -0.1399
C: 0.1986 -1.1311 -0.0277
O: 0.9832 -1.8800 -0.5462
H: 0.6522 0.6352 -1.1617
H: 1.1687 0.6935 0.5224
H: -0.6592 -1.4941 0.5714

Output
LUMO level (eV): 0.434
SMILES: N#CCC=O
F_max (eV/A): 1.1
M (g mol⁻¹): 69.063
Energy relative to the best compared isomer or geometry (same formula, charge and spin) (kJ/mol): 23.94
Gap between HOMO and LUMO (Eh): 0.4141


(16)
Molecular formula: C3H3NO
Method: DFT, the ωB97M-V functional and the def2-TZVPD basis

Element x y z (Å)
C: -0.8908 0.5082 0.7875
C: 1.6663 0.4189 1.0058
C: -1.3433 -0.2921 -0.3883
N: 2.3324 0.5219 0.0666
O: -1.5908 -0.5183 1.0484
H: -2.1722 0.1624 -0.9096
H: -0.6153 -1.1444 -0.6367
H: 2.6137 0.3433 -0.9738

Output
LUMO level (eV): 0.594
F_max (eV/A): 5.0
M (g mol⁻¹): 69.063
Energy relative to the best compared isomer or geometry (same formula, charge and spin) (kJ/mol): 499.10
Gap between HOMO and LUMO (Eh): 0.3572


(17)
Molecular formula: C3H3NO
Method: DFT, the ωB97M-V functional and the def2-TZVPD basis

Element x y z (Å)
O: 0.6644 -1.4215 0.0846
C: 1.6460 -0.7227 0.3876
C: -0.5646 1.5364 0.0221
C: -1.4438 0.7145 -0.0122
N: -0.3226 -2.0870 0.0128
H: 2.0728 -0.2865 -0.5248
H: 0.1839 2.2989 0.0527
H: -2.2144 -0.0241 -0.0310

Output
LUMO level (alpha / beta) (eV): -0.668 / -0.670
F_max (eV/A): 0.6
M (g mol⁻¹): 69.063
Energy relative to the best compared isomer or geometry (same formula, charge and spin) (kJ/mol): 887.51
Gap between HOMO and LUMO (alpha / beta) (Eh): 0.3135 / 0.3134


(18)
Molecular formula: C3H3NO
Method: DFT, the ωB97M-V functional and the def2-TZVPD basis

Element x y z (Å)
C: 0.2756 0.1852 -0.0928
C: 1.6170 -0.1101 -0.1835
C: -1.1743 -0.0812 0.1988
N: 1.0427 0.9009 -0.9306
O: 2.6347 -0.6570 0.4769
H: -1.3575 -0.8567 -0.6456
H: -1.7372 0.8678 -0.0577
H: -1.3011 -0.2491 1.2347

Output
LUMO level (alpha / beta) (eV): 0.557 / -2.888
F_max (eV/A): 7.3
⟨S²⟩: 2.0158
Spin multiplicity: 3
M (g mol⁻¹): 69.063
Energy relative to the best compared isomer or geometry (same formula, charge and spin) (kJ/mol): 168.33
Gap between HOMO and LUMO (alpha / beta) (Eh): 0.2681 / 0.3107


(19)
Molecular formula: C3H3NO2
Method: DFT, the ωB97M-V functional and the def2-TZVPD basis

Element x y z (Å)
O: -0.3948 -1.3520 1.2144
C: -0.7059 -0.9615 0.0129
C: 0.4522 -0.9840 -0.9002
O: 1.0996 -0.0251 -1.2748
C: 0.0739 2.2253 0.1677
N: -0.5028 1.7403 1.0414
H: -1.1995 -1.3330 1.7592
H: 0.5693 -1.9868 -1.3774
H: 0.6082 2.6769 -0.6432

Output
LUMO level (eV): 0.259
F_max (eV/A): 1.1
M (g mol⁻¹): 85.062
Energy relative to the best compared isomer or geometry (same formula, charge and spin) (kJ/mol): 439.90
Gap between HOMO and LUMO (Eh): 0.3406


(20)
Molecular formula: C3H3NO2
Method: DFT, the ωB97M-V functional and the def2-TZVPD basis

Element x y z (Å)
C: 0.0013 1.4626 0.3243
C: -0.9415 -0.9892 -0.1970
C: -0.0276 0.0569 0.2228
N: -0.0038 2.6043 0.3697
O: -0.4311 -0.8329 1.1442
O: 1.8079 -0.2004 -0.3678
H: -2.0862 -1.0434 -0.2979
H: -0.4293 -1.8461 -0.8776
H: 2.1102 0.7882 -0.3208

Output
LUMO level (eV): -0.293
F_max (eV/A): 4.6
M (g mol⁻¹): 85.062
Energy relative to the best compared isomer or geometry (same formula, charge and spin) (kJ/mol): 499.13
Gap between HOMO and LUMO (Eh): 0.3937